No. 1
Molecular formula: C34H50ClNOP2Sn
Method: DFT, ωB97M-V with the def2-TZVPD basis set

Cartesian coordinates (Å):
Sn 0.651 -0.234 1.313
C -0.568 -4.956 -0.230
C -1.777 -4.132 0.220
C -3.055 -4.795 -0.294
P -1.525 -2.299 -0.187
C -2.524 -2.120 -1.782
C -1.681 -2.644 -2.941
C -2.941 -0.681 -2.057
C -2.640 -1.493 1.010
C -3.594 -2.129 1.794
C -4.363 -1.435 2.715
C -5.376 -2.137 3.571
C -4.148 -0.068 2.861
C -3.171 0.572 2.131
C -2.402 -0.122 1.195
N -1.352 0.484 0.513
C -1.533 1.711 -0.045
C -2.810 2.250 -0.293
C -2.976 3.466 -0.909
C -1.888 4.200 -1.373
C -2.065 5.534 -2.036
C -0.630 3.657 -1.190
C -0.430 2.467 -0.499
P 1.236 1.866 -0.146
C 2.065 3.215 0.855
C 1.716 2.960 2.318
C 1.724 4.661 0.521
C 2.076 1.701 -1.811
C 1.085 0.997 -2.730
C 2.636 2.964 -2.454
H -0.768 -6.018 -0.095
H 0.318 -4.708 0.348
H -0.340 -4.790 -1.279
H -1.790 -4.141 1.318
H -2.984 -4.989 -1.361
H -3.939 -4.187 -0.114
H -3.190 -5.753 0.211
H -3.434 -2.722 -1.684
H -0.758 -2.072 -3.020
H -2.225 -2.544 -3.880
H -1.426 -3.693 -2.807
H -2.075 -0.027 -2.133
H -3.588 -0.309 -1.268
H -3.490 -0.637 -2.998
H -3.754 -3.192 1.700
H -5.354 -3.209 3.389
H -6.381 -1.770 3.363
H -5.167 -1.957 4.625
H -4.738 0.493 3.574
H -2.980 1.625 2.291
H -3.684 1.695 0.013
H -3.973 3.858 -1.047
H -3.062 5.927 -1.848
H -1.926 5.459 -3.115
H -1.337 6.250 -1.656
H 0.221 4.190 -1.582
H 3.134 3.047 0.712
H 0.633 2.962 2.454
H 2.139 3.738 2.952
H 2.111 2.002 2.651
H 0.658 4.840 0.640
H 2.018 4.934 -0.488
H 2.257 5.319 1.209
H 2.911 1.023 -1.605
H 0.273 1.670 -3.000
H 0.657 0.130 -2.226
H 1.575 0.666 -3.644
H 1.840 3.642 -2.752
H 3.192 2.695 -3.353
H 3.316 3.478 -1.778
Cl 7.498 -2.507 1.848
C 5.831 -2.383 1.383
C 5.499 -2.270 0.043
C 4.168 -2.147 -0.316
C 3.143 -2.165 0.636
C 1.735 -2.032 0.252
C 3.520 -2.286 1.977
C 4.842 -2.379 2.357
H 6.278 -2.270 -0.706
H 3.910 -2.061 -1.361
H 1.162 -2.826 0.735
H 1.601 -2.133 -0.824
H 2.747 -2.289 2.731
H 5.110 -2.442 3.401
C 4.976 1.200 0.965
O 3.667 0.722 0.750
H 5.679 0.382 1.122
H 4.954 1.827 1.855
H 5.321 1.794 0.111
H 3.726 -0.121 0.281

Calculated values
M = 704.9 g mol⁻¹
Gap between HOMO and LUMO = 0.26516 Eh
HOMO level = -0.243 Ha
ΔE to the lowest compared entry with this formula, charge and spin = 84.4 kJ/mol
LUMO = 0.62 eV

No. 2
Molecular formula: C34H51BaClN5O4
Method: DFT, ωB97M-V with the def2-TZVPD basis set

Cartesian coordinates (Å):
Ba -0.053 0.147 0.724
C 2.487 -1.469 1.264
C 2.691 -0.260 1.967
C 2.915 0.765 1.021
C 2.819 0.196 -0.272
C 2.543 -1.182 -0.119
C 2.413 -2.181 -1.234
C 3.074 0.872 -1.592
C 3.309 2.169 1.392
C 2.770 -0.101 3.460
C 2.458 -2.839 1.876
H 3.335 -2.754 -1.388
H 2.174 -1.690 -2.181
H 1.610 -2.898 -1.045
H 3.362 1.915 -1.457
H 2.202 0.859 -2.256
H 3.887 0.382 -2.136
H 4.101 2.165 2.147
H 2.487 2.761 1.816
H 3.696 2.723 0.535
H 3.794 -0.202 3.838
H 2.167 -0.853 3.975
H 2.408 0.879 3.783
H 3.472 -3.229 2.019
H 1.929 -3.555 1.245
H 1.975 -2.846 2.857
O -3.397 2.742 2.389
Cl -3.060 1.364 2.042
O -2.658 1.350 0.600
O -1.288 0.284 -1.685
O -1.819 0.990 2.781
C -1.798 0.413 -4.401
C -1.963 -0.877 -3.642
C -2.417 -2.035 -4.283
C -2.618 -3.185 -3.536
C -3.128 -4.443 -4.195
C -2.335 -3.204 -2.175
C -1.806 -2.086 -1.474
C -1.691 -0.921 -2.296
N -1.428 -1.984 -0.178
C -1.715 -3.048 0.774
C -3.229 -3.298 0.940
C -3.508 -4.338 2.028
C -2.992 -3.817 3.372
C -1.485 -3.572 3.269
C -0.781 -4.893 2.949
C -1.283 -5.412 1.600
C -2.796 -5.649 1.677
C -0.983 -4.382 0.506
C -1.205 -2.564 2.152
H -1.993 0.256 -5.462
H -0.789 0.814 -4.288
H -2.487 1.179 -4.038
H -2.632 -2.019 -5.346
H -3.493 -4.237 -5.202
H -3.945 -4.885 -3.621
H -2.339 -5.195 -4.272
H -2.526 -4.127 -1.652
H -2.054 0.618 -1.179
H -3.673 -3.616 -0.004
H -3.694 -2.340 1.200
H -4.587 -4.515 2.094
H -3.200 -4.540 4.169
H -3.505 -2.886 3.631
H -1.110 -3.172 4.216
H -0.984 -5.626 3.739
H 0.302 -4.742 2.910
H -0.779 -6.353 1.359
H -3.017 -6.412 2.432
H -3.163 -6.024 0.716
H -1.250 -4.797 -0.464
H 0.090 -4.173 0.464
H -0.120 -2.406 2.086
H -1.685 -1.609 2.400
C -0.395 3.981 0.890
N -0.241 3.172 -0.333
C 0.977 3.610 -1.027
N 0.951 5.038 -1.361
C 0.775 5.787 -0.114
N -0.448 5.415 0.596
C -1.586 5.646 -0.299
N -1.469 4.893 -1.551
C -1.387 3.468 -1.215
C -0.220 5.285 -2.204
H 0.455 3.791 1.551
H -1.313 3.682 1.397
H 1.082 3.032 -1.947
H 1.839 3.416 -0.390
H 0.740 6.855 -0.344
H 1.632 5.595 0.537
H -1.643 6.713 -0.530
H -2.501 5.343 0.213
H -1.278 2.886 -2.132
H -2.299 3.165 -0.706
H -0.263 6.350 -2.447
H -0.113 4.717 -3.131

Calculated values
M = 766.6 g mol⁻¹
Gap between HOMO and LUMO = 0.22830 Eh
HOMO level = -0.140 Ha
Total charge = -1
ΔE to the lowest compared entry with this formula, charge and spin = 0.0 kJ/mol
LUMO = 2.40 eV

No. 3
Molecular formula: C34H51Br2N11OTi
Method: DFT, ωB97M-V with the def2-TZVPD basis set

Cartesian coordinates (Å):
Ti 0.728 0.175 -0.353
Br 3.433 0.168 1.767
C 4.723 0.139 0.346
Br 3.771 -0.424 -1.238
H 5.504 -0.578 0.570
H 5.119 1.135 0.188
C -0.813 -2.241 -4.128
N 0.276 -1.427 -3.573
C 1.622 -1.907 -3.926
C 0.126 -0.082 -3.406
N 0.681 0.494 -2.274
C 1.533 1.629 -2.395
C 2.302 1.899 -3.529
C 3.254 2.899 -3.502
C 3.468 3.642 -2.341
C 2.705 3.404 -1.215
C 1.721 2.414 -1.236
N 0.932 2.084 -0.093
C 0.338 3.024 0.708
N 0.119 2.625 2.007
C 1.283 2.612 2.909
C -1.152 2.926 2.668
N -0.082 4.196 0.286
C -0.258 4.583 -1.114
C -0.374 5.299 1.212
N -0.574 0.644 -4.247
C -1.064 1.979 -3.913
C -0.844 0.239 -5.631
H -0.770 -3.216 -3.643
H -0.735 -2.409 -5.202
H -1.772 -1.780 -3.900
H 1.671 -2.984 -3.784
H 2.380 -1.423 -3.315
H 1.844 -1.700 -4.977
H 2.169 1.315 -4.433
H 3.854 3.097 -4.380
H 4.230 4.410 -2.324
H 2.867 3.982 -0.312
H 2.202 2.661 2.332
H 1.289 1.710 3.521
H 1.254 3.479 3.572
H -1.170 3.879 3.200
H -1.323 2.143 3.403
H -1.966 2.900 1.946
H -0.209 3.734 -1.786
H 0.508 5.303 -1.405
H -1.231 5.065 -1.219
H 0.086 5.142 2.181
H -1.448 5.442 1.328
H 0.040 6.213 0.787
H -1.192 2.069 -2.839
H -2.026 2.128 -4.400
H -0.376 2.747 -4.273
H -0.186 -0.563 -5.947
H -0.661 1.100 -6.274
H -1.884 -0.064 -5.755
C 1.715 -3.756 -0.885
N 1.633 -3.604 0.562
C 2.035 -4.785 1.341
C 2.466 -4.377 2.734
C 1.388 -3.504 3.343
N 1.084 -2.375 2.452
C 0.587 -1.170 3.111
C 1.239 -2.476 1.138
O 0.972 -1.419 0.382
H 1.187 -4.667 -1.172
H 2.758 -3.851 -1.189
H 1.263 -2.907 -1.380
H 2.854 -5.270 0.811
H 1.200 -5.489 1.378
H 3.413 -3.835 2.692
H 2.618 -5.261 3.350
H 1.720 -3.099 4.298
H 0.476 -4.080 3.521
H -0.213 -1.451 3.792
H 0.198 -0.460 2.385
H 1.386 -0.698 3.687
C -3.456 1.182 -0.338
C -2.082 1.179 -0.402
N -1.340 0.095 -0.072
C -1.998 -1.005 0.353
C -3.380 -1.085 0.451
C -4.122 0.039 0.087
C -4.075 -2.345 0.799
C -4.268 -2.894 1.999
C -3.811 -2.388 3.304
C -4.279 -2.980 4.473
C -3.856 -2.433 5.680
N -3.023 -1.403 5.709
C -2.613 -0.919 4.553
N -2.956 -1.356 3.349
H -4.005 2.067 -0.631
H -1.556 2.063 -0.727
H -1.408 -1.876 0.601
H -5.203 0.013 0.134
H -4.547 -2.823 -0.054
H -4.866 -3.796 2.048
H -4.952 -3.827 4.449
H -4.185 -2.819 6.637
H -1.920 -0.086 4.597

Calculated values
M = 837.5 g mol⁻¹
Gap between HOMO and LUMO = 0.21120 Eh
HOMO level = -0.661 Ha
Total charge = +4
ΔE to the lowest compared entry with this formula, charge and spin = 112.7 kJ/mol
LUMO = -12.25 eV

No. 4
Molecular formula: C34H51IN3SbSi3Yb
Method: DFT, ωB97M-V with the def2-TZVPD basis set

Cartesian coordinates (Å):
Yb 0.000 0.000 0.000
C -3.067 -0.657 2.561
C -2.708 0.354 1.527
C -1.991 1.494 1.867
C -1.687 2.449 0.917
C -2.105 2.281 -0.388
C -2.795 1.140 -0.746
C -3.101 0.190 0.206
H -4.046 -0.447 3.002
H -2.332 -0.674 3.366
H -3.096 -1.661 2.135
H -1.669 1.630 2.886
H -1.114 3.318 1.195
H -1.886 3.033 -1.128
H -3.090 0.985 -1.769
H -3.647 -0.693 -0.075
C 4.238 -2.272 2.658
Sb 3.382 -0.690 1.452
C 1.502 -1.671 0.783
C 1.580 -1.817 -0.729
C 1.449 -3.038 -1.424
C 1.553 -3.060 -2.816
C 1.786 -1.880 -3.517
C 1.908 -0.686 -2.810
N 1.802 -0.687 -1.455
Si 0.877 -3.208 1.791
C 1.959 -4.748 1.708
C -0.818 -3.669 1.137
C 0.607 -2.909 3.624
C 2.592 0.832 2.874
C 1.159 0.506 3.295
C 0.665 0.655 4.608
C -0.690 0.444 4.872
C -1.557 0.094 3.839
C -1.048 -0.053 2.551
N 0.276 0.147 2.319
Si 3.879 1.085 4.310
C 3.640 2.676 5.272
C 3.848 -0.303 5.580
C 5.652 1.136 3.688
Si 2.425 2.456 1.846
C 1.560 2.182 0.211
C 1.367 3.718 2.742
C 4.048 3.260 1.389
H 4.558 -3.079 1.971
H 3.537 -2.673 3.403
H 5.147 -1.914 3.175
H 1.271 -3.970 -0.928
H 1.456 -3.996 -3.351
H 1.870 -1.890 -4.596
H 2.088 0.242 -3.335
H 2.144 -5.092 0.676
H 1.438 -5.563 2.252
H 2.928 -4.590 2.204
H -0.778 -3.948 0.067
H -1.505 -2.807 1.258
H -1.211 -4.530 1.717
H 1.519 -2.564 4.139
H 0.270 -3.857 4.090
H -0.189 -2.171 3.782
H 1.284 0.964 5.428
H -1.072 0.569 5.878
H -2.610 -0.063 4.035
H -1.703 -0.328 1.735
H 2.627 2.739 5.714
H 3.816 3.544 4.609
H 4.389 2.714 6.088
H 2.867 -0.391 6.081
H 4.611 -0.085 6.355
H 4.093 -1.274 5.126
H 5.829 1.980 3.002
H 5.910 0.201 3.160
H 6.330 1.251 4.558
H 0.556 1.739 0.350
H 2.190 1.531 -0.419
H 1.450 3.158 -0.305
H 0.361 3.291 2.927
H 1.264 4.619 2.104
H 1.813 4.018 3.706
H 4.684 2.537 0.840
H 4.561 3.627 2.297
H 3.844 4.135 0.738
I -0.166 2.931 -2.018
C -0.427 1.097 -2.981
C -0.652 1.079 -4.351
C -0.824 -0.154 -4.974
C -0.764 -1.316 -4.213
C -0.535 -1.198 -2.852
N -0.365 -0.018 -2.219
H -0.696 1.994 -4.931
H -1.002 -0.207 -6.044
H -0.894 -2.292 -4.669
H -0.480 -2.076 -2.216
H 0.653 -1.537 -1.069

Calculated values
M = 1007.8 g mol⁻¹
Gap between HOMO and LUMO (alpha / beta) = 0.20934 / 0.22026 Eh
HOMO level (alpha / beta) = -0.324 / -0.342 Ha
Total charge = +1
LUMO (alpha / beta) = -3.11 / -3.32 eV
Multiplicity = 2

| no. | F_max (Eh/bohr) |
| --- | --- |
| 1 | 0.019 |
| 2 | 0.004 |
| 3 | 0.034 |
| 4 | 0.208 |